(1)
ORCA calculation (the ωB97M-V functional and the def2-TZVPD basis) on an isolated ion of composition C9H9N2O and charge +1.

Properties
- charge = +1
- maximum force (eV/Å) = 4.69
- SMILES = O=C1CC=[N+](c2ccccc2)N1

Each line ends with the Mulliken charge.
Element x y z (Å)
O -4.26 -0.85 -0.85  -0.474
C -3.27 -0.37 -0.39  0.283
C -3.10 0.96 0.50  -0.511
C -1.66 1.17 0.50  -0.105
N -1.08 0.11 0.00  0.260
C 0.70 -0.16 0.00  0.493
C 1.29 -1.17 0.64  -0.305
C 2.71 -1.32 0.47  -0.412
C 3.42 -0.34 -0.17  -0.268
C 2.78 0.63 -0.91  -0.559
C 1.40 0.82 -0.72  -0.344
N -1.94 -0.81 -0.36  -0.168
H -3.44 0.68 1.43  0.305
H -3.79 1.88 0.32  0.357
H -1.01 1.92 1.03  0.404
H 0.71 -2.06 1.08  0.326
H 3.29 -2.06 1.10  0.336
H 4.45 -0.47 0.01  0.389
H 3.30 1.47 -1.40  0.339
H 1.06 1.55 -1.38  0.389
H -1.56 -1.58 -0.91  0.263



(2)
ORCA calculation (the ωB97M-V functional and the def2-TZVPD basis) on C22H52Br12N6O8P2 as an isolated structure.

Properties
- maximum force (eV/Å) = 1.76

Each line ends with the Mulliken charge.
Element x y z (Å)
C -18.43 15.51 21.99  0.738
Br -16.65 15.27 21.25  0.123
Br -19.15 17.20 21.41  -0.010
Br -18.37 15.34 23.93  -0.075
H -19.10 14.72 21.67  -0.811
C -19.72 12.08 20.95  0.300
Br -20.87 13.61 20.54  -0.060
Br -20.36 10.50 20.07  -0.005
Br -19.68 11.87 22.88  -0.006
H -18.70 12.32 20.70  -0.252
C -20.66 10.82 13.22  0.523
Br -20.14 12.32 12.10  -0.087
Br -20.19 9.15 12.33  -0.028
Br -22.56 10.97 13.71  -0.069
H -20.15 10.95 14.16  -0.390
C -21.89 7.76 17.28  -0.331
Br -19.95 7.71 17.43  0.033
Br -22.55 6.98 15.60  -0.054
Br -22.60 9.52 17.64  -0.031
H -22.22 7.03 18.00  0.404
O -18.96 11.90 16.05  -1.039
P -17.57 11.95 16.56  0.141
N -16.60 12.61 15.36  0.612
C -15.17 12.79 15.53  -1.228
C -17.15 13.07 14.09  0.467
N -16.83 10.52 16.95  0.450
C -16.52 9.61 15.84  -0.968
C -17.15 9.81 18.18  -0.494
N -17.36 12.86 17.96  0.979
C -18.10 14.12 17.97  -0.672
C -16.05 13.03 18.58  -1.026
H -14.76 11.90 16.03  0.426
H -14.95 13.66 16.14  0.106
H -14.67 12.89 14.57  0.520
H -18.01 12.48 13.80  -0.607
H -16.40 13.03 13.30  0.363
H -17.43 14.13 14.18  -0.195
H -17.34 8.86 15.81  0.184
H -16.51 10.16 14.91  0.335
H -15.65 8.98 16.04  0.357
H -16.56 8.91 18.31  0.415
H -16.95 10.42 19.07  0.150
H -18.21 9.54 18.25  -0.223
H -19.05 13.96 17.45  0.360
H -18.36 14.44 18.98  -0.188
H -17.59 14.90 17.40  0.221
H -15.37 12.32 18.13  0.574
H -16.18 12.82 19.65  0.286
H -15.69 14.06 18.65  -0.196
O -15.07 16.52 16.36  -0.471
P -15.43 17.58 15.40  0.102
N -14.48 18.96 15.51  0.302
C -13.06 18.75 15.80  -0.615
C -14.77 20.20 14.79  -1.112
N -16.98 18.12 15.57  0.202
C -17.34 18.60 16.91  -1.108
C -18.09 17.45 14.87  -1.094
N -15.23 16.98 13.84  0.395
C -15.66 17.66 12.62  -0.839
C -14.40 15.77 13.72  -1.029
H -12.61 19.72 15.97  0.373
H -12.56 18.31 14.93  0.274
H -12.93 18.06 16.63  -0.057
H -15.84 20.22 14.57  0.353
H -14.29 20.16 13.81  0.337
H -14.50 21.05 15.40  0.353
H -17.87 17.81 17.46  0.416
H -16.44 18.89 17.46  0.365
H -17.94 19.50 16.83  0.301
H -18.98 17.68 15.43  0.462
H -18.17 17.75 13.83  0.208
H -17.87 16.37 14.86  0.239
H -16.76 17.66 12.53  0.224
H -15.17 18.62 12.49  0.224
H -15.40 17.03 11.77  0.357
H -13.36 16.00 13.98  0.214
H -14.39 15.38 12.70  0.451
H -14.78 15.01 14.40  0.225
C -12.16 12.14 13.78  -0.742
O -12.59 10.79 13.64  -0.215
C -11.91 10.02 12.81  0.717
O -11.14 10.39 11.98  -0.549
O -12.25 8.77 13.03  -0.306
C -11.50 7.75 12.40  -0.696
H -12.33 12.50 14.79  0.207
H -12.66 12.82 13.09  0.250
H -11.10 12.18 13.50  0.492
H -11.76 6.86 12.97  0.225
H -10.43 7.94 12.36  0.326
H -11.91 7.60 11.40  0.302
C -12.70 17.21 23.23  -0.764
O -13.27 16.46 22.19  -0.268
C -12.82 16.70 20.96  0.689
O -12.01 17.52 20.69  -0.567
O -13.43 15.86 20.15  -0.229
C -13.14 16.06 18.76  -0.417
H -13.34 18.05 23.49  0.296
H -11.78 17.68 22.89  0.337
H -12.51 16.62 24.12  0.243
H -12.09 15.86 18.54  0.398
H -13.34 17.09 18.47  0.175
H -13.70 15.43 18.07  0.020



(3)
ORCA calculation (the ωB97M-V functional and the def2-TZVPD basis) on one molecule with the formula C3H9N3O.

Properties
- maximum force (eV/Å) = 2.13

Each line ends with the Mulliken charge.
Element x y z (Å)
C 0.70 0.61 -0.38  -0.302
C 1.25 1.92 0.12  -1.260
N -0.68 0.28 0.67  -0.514
C -1.26 -0.81 0.12  0.631
N -1.07 -2.01 0.73  -0.412
O 1.58 -0.42 -0.18  -0.375
N -1.57 -0.73 -1.20  -0.454
H 2.19 -0.23 0.56  0.249
H -1.22 1.11 0.44  0.308
H -0.79 -0.08 -1.59  0.423
H -0.40 -1.98 1.49  0.254
H -1.11 -2.86 0.18  0.217
H -1.84 -1.58 -1.67  0.218
H 0.50 2.70 0.12  0.273
H 2.06 2.22 -0.56  0.341
H 1.68 1.85 1.13  0.403



(4)
ORCA calculation (the ωB97M-V functional and the def2-TZVPD basis) on a 5-piece molecular cluster, C29H62ClN5O18P5 overall.

Properties
- charge = +1
- maximum force (eV/Å) = 7.92

Each line ends with the Mulliken charge.
Element x y z (Å)
C 5.52 -1.54 -1.82  -1.420
C 6.69 -0.78 -1.23  0.550
C 7.57 -1.47 -0.21  -1.181
C 6.88 0.51 -1.62  -0.911
C 5.70 1.46 -1.57  0.535
C 6.13 2.93 -1.54  -1.266
C 4.95 3.93 -1.62  0.644
C 4.69 4.22 -3.11  -1.605
C 3.73 3.47 -0.81  -0.458
C 2.52 4.40 -0.92  -1.279
N 1.22 3.78 -0.58  0.556
N 0.65 4.19 0.57  -0.442
C -0.53 3.59 0.72  0.288
Cl -1.55 3.82 2.02  -0.157
N -0.72 2.79 -0.30  -0.450
C 0.33 2.90 -1.13  0.590
N 0.46 2.25 -2.30  0.229
C -0.64 1.38 -2.68  -0.544
C -1.32 1.59 -3.87  -0.107
C -2.32 0.66 -4.13  -1.118
C -2.58 -0.33 -3.21  -0.045
N -1.95 -0.57 -2.05  -0.211
C -0.98 0.32 -1.86  -0.113
P 1.82 2.33 -3.39  0.562
O 1.40 3.51 -4.44  -0.557
O 1.67 0.96 -4.23  -0.554
H 5.79 -2.57 -2.02  0.477
H 4.66 -1.49 -1.13  0.269
H 5.19 -1.06 -2.74  0.299
H 8.56 -1.77 -0.59  0.310
H 7.02 -2.34 0.15  0.358
H 7.68 -0.80 0.63  0.313
H 7.85 0.81 -2.00  0.419
H 5.16 1.26 -0.64  0.276
H 4.98 1.28 -2.38  0.027
H 6.81 3.16 -0.73  0.387
H 6.71 3.09 -2.46  0.334
H 5.30 4.87 -1.18  0.308
H 3.91 4.95 -3.31  0.472
H 4.53 3.29 -3.65  0.204
H 5.61 4.64 -3.52  0.496
H 3.40 2.46 -1.04  0.399
H 4.05 3.46 0.24  0.359
H 2.67 5.19 -0.18  0.508
H 2.43 4.91 -1.87  0.384
H 1.00 4.87 1.23  0.265
H -1.06 2.41 -4.53  0.565
H -2.89 0.71 -5.04  0.397
H -3.39 -1.02 -3.44  0.369
H -0.39 0.19 -0.96  0.457
H 1.95 3.37 -5.23  0.336
H 2.43 0.40 -4.02  0.309
C -6.17 -6.00 1.78  -0.724
O -5.17 -6.10 0.74  -0.292
P -4.61 -4.70 0.05  1.059
O -5.27 -4.72 -1.28  -0.559
O -3.09 -5.27 0.04  -0.275
C -2.79 -6.45 -0.70  -0.626
O -4.08 -3.18 0.25  -0.474
C -3.48 -2.59 -0.91  -0.469
H -6.44 -7.01 2.08  0.229
H -5.77 -5.47 2.64  0.331
H -7.06 -5.50 1.40  0.299
H -3.44 -6.55 -1.57  0.313
H -2.90 -7.33 -0.06  0.245
H -1.76 -6.38 -1.03  0.232
H -4.25 -2.21 -1.57  0.140
H -2.85 -3.30 -1.44  0.369
H -2.87 -1.77 -0.57  0.273
C -2.95 8.94 6.98  -0.744
O -3.68 8.70 5.75  -0.263
P -3.71 7.17 5.14  1.025
O -2.79 7.26 3.98  -0.656
O -5.27 7.26 4.75  -0.289
C -5.71 8.24 3.81  -0.640
O -3.81 5.59 5.48  -0.407
C -3.94 4.74 4.35  -0.104
H -3.01 10.00 7.21  0.228
H -3.38 8.37 7.80  0.339
H -1.90 8.66 6.86  0.336
H -4.93 8.45 3.07  0.330
H -5.99 9.16 4.32  0.250
H -6.58 7.84 3.30  0.245
H -2.96 4.57 3.91  -0.161
H -4.62 5.15 3.61  0.317
H -4.35 3.79 4.71  0.323
C -12.25 -2.25 -3.55  -0.758
O -11.69 -3.56 -3.75  -0.277
P -10.11 -3.81 -3.32  1.056
O -9.42 -3.87 -4.63  -0.681
O -10.43 -5.27 -2.68  -0.271
C -10.95 -6.29 -3.53  -0.662
O -8.97 -3.50 -2.22  -0.388
C -7.73 -4.24 -2.37  -0.330
H -13.27 -2.26 -3.92  0.228
H -12.26 -1.99 -2.49  0.334
H -11.68 -1.50 -4.10  0.338
H -10.57 -6.19 -4.55  0.338
H -12.04 -6.27 -3.53  0.250
H -10.62 -7.25 -3.12  0.236
H -7.11 -3.76 -3.12  0.209
H -7.93 -5.27 -2.65  0.265
H -7.24 -4.22 -1.42  0.072
C 12.10 -3.79 2.23  -0.722
O 11.32 -3.44 3.39  -0.264
P 9.66 -3.76 3.37  1.099
O 9.25 -2.32 3.23  -0.620
O 9.72 -4.30 4.90  -0.299
C 10.29 -3.48 5.91  -0.623
O 8.19 -4.46 3.15  -0.465
C 7.10 -3.86 3.83  -0.497
H 13.13 -3.49 2.42  0.227
H 12.08 -4.87 2.06  0.338
H 11.73 -3.27 1.35  0.310
H 10.15 -2.42 5.69  0.328
H 11.36 -3.69 6.01  0.250
H 9.80 -3.72 6.85  0.251
H 6.74 -3.00 3.27  0.173
H 7.37 -3.56 4.84  0.250
H 6.31 -4.61 3.89  0.275



| no. | orbital gap (eV) | LUMO level (eV) | HOMO energy (Ha) |
| --- | --- | --- | --- |
| 1 | 9.58 | -4.2 | -0.5066 |
| 2 | 8.30 | -0.2 | -0.3120 |
| 3 | 7.48 | 0.8 | -0.2467 |
| 4 | 6.66 | -2.9 | -0.3520 |